1.
# H8Li2O12S2

A structure of composition H8Li2O12S2 in a non-equilibrium geometry (ωB97M-V/def2-TZVPD, the OMol25 dataset).

```
24
Properties=species:S:1:pos:R:3:lowdin_charge:R:1
Li 0.5421 0.3341 -0.2115 0.652
Li -1.0458 -0.6662 -2.5159 0.727
S -1.2247 -2.2675 -0.3798 0.201
O -0.7815 -3.6408 -0.1522 -0.413
O -2.2238 -2.1472 -1.4618 -0.454
O -1.7649 -1.7611 0.8885 -0.379
O -0.0707 -1.4469 -0.8813 -0.565
S -1.7727 1.5572 -0.6868 0.216
O -1.0940 1.0198 0.5243 -0.474
O -0.9321 1.1207 -1.8542 -0.538
O -3.0998 0.9609 -0.7510 -0.367
O -1.8025 3.0262 -0.6848 -0.417
O 1.6182 2.0478 -0.6084 -0.081
H 2.0549 2.5743 0.0690 0.049
H 1.3055 2.6785 -1.2684 0.055
O 1.7462 -0.4420 1.2707 -0.068
H 2.2743 0.1818 1.7814 0.047
H 1.6979 -1.2398 1.8066 0.064
O 2.2762 -2.9778 -1.0610 -0.120
H 1.4310 -2.4525 -1.0162 -0.013
H 2.2874 -3.4496 -0.2257 0.007
O -0.1193 2.3263 2.6719 -0.130
H -0.8596 2.9169 2.8253 0.009
H -0.4424 1.7470 1.9214 -0.008
```

Values from the calculation:
- Net charge: -2
- E_tot: -1719.398965 Ha

***

2.
# H8LiO4

A structure of composition H8LiO4 in a non-equilibrium geometry (ωB97M-V/def2-TZVPD, the OMol25 dataset).

```
13
Properties=species:S:1:pos:R:3:lowdin_charge:R:1
Li 0.1076 -0.3252 -0.1142 0.686
O -1.9224 -0.2562 0.0258 -0.056
H -1.9334 0.6688 -0.1702 0.039
H -2.8124 -0.6292 0.1128 0.092
O 0.8386 0.3908 -2.0122 -0.024
H 1.6166 0.9078 -2.1472 0.058
H 0.1376 0.8128 -2.4532 0.034
O 0.4756 1.0098 1.1868 -0.121
H 1.0196 1.7528 1.4668 0.073
H -0.3074 1.3668 1.7408 0.122
O 0.8496 -1.6012 0.5488 -0.081
H 1.6996 -2.0482 0.6938 0.107
H 0.2306 -2.0492 1.1208 0.072
```

Values from the calculation:
- Net charge: +1
- E_tot: -313.137075 Ha

***

3.
# H8MgO12S2

A structure of composition H8MgO12S2 in a non-equilibrium geometry (ωB97M-V/def2-TZVPD, the OMol25 dataset).

```
23
Properties=species:S:1:pos:R:3:lowdin_charge:R:1
Mg 0.9361 -0.1148 0.7518 1.047
S -2.2821 -2.1599 1.3732 0.146
O -1.6956 -1.0670 2.1633 -0.431
O -3.4952 -1.6616 0.6908 -0.390
O -1.1724 -2.3881 0.4850 -0.477
O -2.6543 -3.3636 2.2219 -0.477
S -2.1551 3.1108 -1.5325 0.101
O -3.3694 2.4408 -1.8950 -0.295
O -2.3867 4.0197 -0.4523 -0.380
O -1.1951 2.0219 -1.1641 -0.358
O -1.6446 3.8233 -2.6979 -0.421
O 2.8937 -1.4911 3.0511 -0.076
H 2.7260 -2.2707 3.5806 0.039
H 3.7999 -1.2560 3.2504 0.025
O -2.2292 -1.6756 -3.5733 -0.040
H -1.5496 -2.0012 -2.9831 0.027
H -2.0113 -2.0568 -4.4238 0.007
O 2.2943 2.7020 1.9624 -0.089
H 2.3617 3.4470 1.3653 0.037
H 2.5358 3.0573 2.8178 0.026
O 3.1390 -0.9090 -1.4393 -0.085
H 3.1506 -1.6913 -1.9907 0.035
H 4.0034 -0.5164 -1.5615 0.029
```

Values from the calculation:
- Net charge: -2
- E_tot: -1903.984281 Ha

***

4.
# H8N2Si2

The molecule H8N2Si2 in a non-equilibrium geometry (ωB97M-V/def2-TZVPD, the OMol25 dataset).

```
12
Properties=species:S:1:pos:R:3:lowdin_charge:R:1
N 0.7140 1.6864 0.7647 -0.177
Si -0.2149 0.2176 0.7460 0.247
N 0.5685 -0.9673 1.7328 -0.136
Si -0.6532 -0.4419 -1.7213 0.462
H 1.6713 1.3752 0.5369 0.013
H 0.5199 2.3450 -0.0919 0.069
H -1.6691 0.3869 1.1721 -0.063
H 0.0424 -1.5117 2.4228 0.033
H 1.2728 -1.4129 1.1558 0.012
H -0.7683 -1.8936 -1.9541 -0.162
H 0.4868 0.1375 -2.4049 -0.173
H -1.9703 0.0789 -2.3589 -0.123
```

Values from the calculation:
- E_tot: -693.286285 Ha

***

> The highest E_tot belongs to which entry?

H8LiO4